{
  "formula": "C19H16O9P3V",
  "method": "the ωB97M-V functional and the def2-TZVPD basis",
  "spin_multiplicity": 2,
  "energy_ev": -91947.2086,
  "e_above_lowest_kcal_mol": 1.7,
  "total_charge": 1,
  "elements": ["O", "H", "H", "H", "H", "C", "O", "H", "C", "C", "H", "H", "O", "C", "O", "H", "C", "P", "C", "H", "C", "O", "O", "C", "C", "C", "P", "C", "C", "H", "O", "H", "H", "V", "O", "C", "C", "O", "C", "C", "H", "H", "C", "P", "C", "H", "C", "H"],
  "xyz": [[0.488, 2.750, 2.452], [-1.767, -3.410, -2.873], [-4.795, 0.670, 2.558], [-2.552, 0.817, -3.106], [-4.653, -0.705, -2.193], [-1.512, -5.453, 0.445], [0.751, -1.407, -0.788], [-2.138, 4.277, -2.240], [-5.902, 0.449, 0.730], [-3.531, -0.471, -0.366], [-3.620, -5.356, 0.824], [-1.915, -3.562, -5.317], [-0.548, 1.469, -1.690], [-1.963, -2.517, -3.451], [1.774, -3.355, -1.142], [-2.687, -0.141, 1.595], [-2.865, -3.501, 0.066], [-2.003, -1.129, -1.034], [-1.751, -2.795, -0.372], [-6.827, 0.811, 1.158], [0.780, -2.799, -0.826], [-2.054, 3.401, -1.838], [1.467, 1.684, 0.226], [-2.140, -1.284, -2.824], [-2.318, -1.472, -5.586], [-0.499, -3.435, -0.393], [0.213, 2.192, 1.153], [-4.761, 0.370, 1.519], [-0.393, -4.762, 0.005], [-1.418, -6.483, 0.763], [0.500, 3.798, -2.096], [0.578, -5.237, -0.029], [-6.751, 0.122, -1.213], [-0.010, 0.127, -0.610], [-0.563, 3.161, 0.148], [-2.500, -0.244, -4.962], [-4.677, -0.399, -1.156], [-0.546, 0.810, 1.004], [-2.051, -2.605, -4.832], [-2.408, -0.143, -3.585], [2.098, 2.350, -0.093], [-3.835, -3.022, 0.083], [-3.573, -0.088, 0.976], [-0.568, 3.040, -1.471], [-2.745, -4.822, 0.480], [-2.712, 0.638, -5.552], [-5.861, 0.064, -0.602], [-2.386, -1.544, -6.663]]
}